No. 1
Formula: C4H6N2
Source: the Open Molecules 2025 dataset
Level of theory: ωB97M-V/def2-TZVPD

Calculated values
* max |F|: 1.3 eV Å⁻¹
* highest occupied orbital energy: -9.4 eV
* orbital gap: 9.7 eV
* E_LUMO: 0.295 eV
* spin multiplicity: 1
* structure (SMILES): C/C=N/CC#N
* ΔE to the lowest compared entry with this formula, charge and spin: 64.45 kcal per mole

Each line ends with the Löwdin charge.
Atoms and positions in Å:
N (-0.169, -0.931, -0.696)  0.01
N (2.231, 1.325, -0.353)  0.15
C (-0.910, -0.421, 0.200)  -0.25
C (-1.438, 0.936, -0.054)  -0.06
C (1.771, 0.271, -0.222)  -0.20
C (1.132, -1.075, -0.088)  -0.24
H (-1.085, 1.528, 0.805)  0.10
H (1.635, -1.777, -0.718)  0.10
H (-0.915, -0.820, 1.229)  0.12
H (1.178, -1.348, 0.982)  0.12
H (-0.918, 1.314, -0.941)  0.08
H (-2.512, 0.998, -0.144)  0.07


No. 2
Formula: C24H45BiF5OP2Te
Source: the Open Molecules 2025 dataset
Level of theory: ωB97M-V/def2-TZVPD

Calculated values
* max |F|: 3.6 eV Å⁻¹
* highest occupied orbital energy (spin up / spin down): -9.5 / -9.4 eV
* orbital gap (spin up / spin down): 3.9 / 3.8 eV
* E_LUMO (spin up / spin down): -5.575 / -5.595 eV
* spin multiplicity: 1
* charge: +1
* ΔE to the lowest compared entry with this formula, charge and spin: 0.00 kcal per mole

Each line ends with the Löwdin charge.
Atoms and positions in Å:
Bi (-0.690, 0.108, 0.114)  1.46
Te (-2.733, -2.039, 2.887)  1.96
P (-1.964, -1.720, -1.501)  0.67
P (-1.362, 2.255, 1.669)  0.67
F (-1.695, -1.032, 4.188)  -0.38
F (-3.579, -3.079, 1.504)  -0.38
F (-4.093, -0.668, 2.584)  -0.39
F (-3.762, -2.948, 4.305)  -0.35
F (-1.412, -3.430, 2.974)  -0.37
O (-1.648, -1.190, 1.549)  -0.87
C (1.996, -0.856, 1.683)  -0.23
C (0.004, 3.379, 2.145)  -0.24
C (-2.242, 1.798, 3.204)  -0.26
C (1.468, 2.222, -4.206)  -0.18
C (2.709, 0.146, 0.938)  -0.26
C (-3.696, -1.219, -1.253)  -0.27
C (1.802, -1.976, 0.828)  -0.24
C (1.048, 4.294, -1.719)  -0.12
C (1.225, -3.272, 1.225)  -0.03
C (2.878, -0.330, -0.385)  -0.21
C (-1.831, -3.449, -0.948)  -0.24
C (2.292, -1.628, -0.471)  -0.26
C (-1.622, -1.764, -3.294)  -0.24
C (2.136, -2.446, -1.700)  -0.05
C (3.555, 0.403, -1.484)  -0.01
C (-0.046, 4.688, -2.666)  -0.18
C (-0.684, 2.158, -2.944)  -0.16
C (1.540, -0.742, 3.089)  -0.04
C (3.196, 1.450, 1.451)  -0.05
C (0.434, 1.541, -3.354)  -0.12
C (-0.971, 3.594, -3.259)  -0.18
C (-2.523, 3.249, 0.673)  -0.26
C (2.374, 3.302, -3.574)  -0.18
C (2.162, 3.681, -2.136)  -0.11
H (-1.968, 3.965, 0.051)  0.04
H (-1.995, 3.812, -2.922)  0.10
H (-4.355, -1.980, -1.692)  0.06
H (2.001, -1.809, -2.593)  0.07
H (2.277, 4.195, -4.205)  0.12
H (0.284, -3.146, 1.762)  0.04
H (3.411, 2.963, -3.677)  0.11
H (1.269, -3.123, -1.634)  0.05
H (2.127, 1.434, -4.605)  0.11
H (4.244, 1.363, 1.773)  0.09
H (-3.105, 2.586, 0.013)  0.04
H (3.022, -3.076, -1.887)  0.09
H (0.516, 2.996, 3.036)  0.05
H (-0.577, -2.073, -3.467)  0.04
H (-3.175, 1.263, 2.963)  0.03
H (-1.773, -0.768, -3.737)  0.04
H (1.055, -3.918, 0.358)  0.07
H (-0.892, -3.900, -1.310)  0.05
H (0.736, 3.464, 1.327)  0.03
H (-2.685, -4.013, -1.348)  0.07
H (-1.870, -3.502, 0.148)  0.01
H (-2.455, 2.708, 3.791)  0.07
H (-3.919, -1.129, -0.179)  0.02
H (-3.217, 3.794, 1.324)  0.06
H (4.552, -0.001, -1.667)  0.10
H (-1.620, 1.107, 3.794)  0.03
H (3.163, 2.221, 0.665)  0.06
H (0.996, 2.688, -5.086)  0.12
H (2.992, 0.350, -2.416)  0.06
H (1.909, -3.803, 1.897)  0.11
H (-0.978, 3.760, -4.350)  0.12
H (2.359, -0.988, 3.781)  0.10
H (-2.286, -2.483, -3.794)  0.06
H (3.679, 1.453, -1.223)  0.05
H (-0.692, 5.400, -2.137)  0.10
H (0.946, 4.665, -0.693)  0.09
H (3.037, 3.564, -1.481)  0.10
H (2.623, 1.807, 2.313)  0.06
H (-3.879, -0.254, -1.751)  0.05
H (-0.394, 4.372, 2.380)  0.06
H (0.705, -1.421, 3.301)  0.06
H (-1.473, 1.605, -2.427)  0.04
H (0.607, 0.484, -3.134)  0.08
H (1.202, 0.281, 3.332)  0.07
H (0.376, 5.237, -3.518)  0.11


No. 3
Formula: C27H30N4O7P
Source: the Open Molecules 2025 dataset
Level of theory: ωB97M-V/def2-TZVPD

Calculated values
* max |F|: 1.1 eV Å⁻¹
* highest occupied orbital energy: -5.0 eV
* orbital gap: 7.0 eV
* E_LUMO: 1.972 eV
* spin multiplicity: 1
* charge: -1

Each line ends with the Löwdin charge.
Atoms and positions in Å:
P (-4.339, -3.849, 1.517)  0.89
O (-0.838, -5.102, 2.043)  0.00
O (-1.669, -3.504, 3.428)  -0.05
O (2.981, 4.858, -0.238)  -0.06
O (3.699, -1.849, 4.215)  -0.06
O (2.594, -2.606, 0.024)  0.14
O (0.615, -2.635, 1.090)  0.08
O (-5.141, -4.397, 0.187)  -0.34
N (-2.925, 1.776, -3.579)  0.12
N (-4.462, -1.812, -0.860)  0.10
N (-5.386, -2.542, 1.970)  -0.20
N (-2.289, -0.441, -2.002)  0.19
C (4.195, -3.574, 2.585)  -0.06
C (1.830, -0.563, 0.985)  -0.15
C (-1.358, -4.021, 2.330)  -0.77
C (1.218, -0.071, 2.131)  -0.01
C (-4.604, -0.959, -1.844)  -0.08
C (-2.114, -1.309, -0.985)  -0.18
C (-3.120, 2.658, -4.549)  -0.15
C (1.559, 5.971, -1.850)  -0.06
C (-1.688, -3.102, 1.145)  -0.06
C (-4.959, 1.460, -5.468)  -0.08
C (-0.801, -1.531, -0.503)  0.07
C (2.527, 0.291, 0.147)  -0.02
C (-2.963, -2.907, 0.696)  -0.22
C (2.892, 5.285, -1.596)  -0.50
C (1.731, -2.000, 0.610)  -0.42
C (-4.106, 2.553, -5.524)  -0.08
C (-3.522, -0.256, -2.420)  -0.21
C (1.315, 1.274, 2.429)  -0.07
C (2.612, 1.638, 0.441)  -0.07
C (4.066, 6.186, -1.947)  -0.06
C (-0.608, -2.388, 0.528)  -0.17
C (-3.746, 0.719, -3.525)  -0.22
C (4.377, -3.090, 4.015)  -0.50
C (3.889, -4.125, 5.018)  -0.06
C (1.995, 2.130, 1.582)  -0.08
C (-3.204, -2.001, -0.384)  -0.19
C (-4.778, 0.539, -4.448)  -0.03
H (1.459, 6.268, -2.895)  0.08
H (2.946, 4.370, -2.187)  0.14
H (2.760, -2.006, 4.058)  0.08
H (5.010, 5.673, -1.761)  0.08
H (2.935, 5.640, 0.324)  0.09
H (-4.203, 3.314, -6.286)  0.09
H (0.834, 1.674, 3.312)  0.11
H (1.471, 6.867, -1.228)  0.08
H (0.003, -0.999, -0.994)  0.13
H (-5.571, -3.686, -0.302)  0.01
H (-4.836, -1.811, 2.409)  0.03
H (0.735, 5.305, -1.596)  0.08
H (4.424, -5.069, 4.905)  0.08
H (2.823, -4.317, 4.873)  0.09
H (3.139, -3.753, 2.377)  0.08
H (-5.848, -2.136, 1.165)  0.00
H (4.034, 6.488, -2.995)  0.08
H (-5.416, -0.332, -4.378)  0.10
H (4.550, -2.828, 1.874)  0.08
H (4.028, -3.764, 6.038)  0.07
H (4.049, 7.088, -1.328)  0.08
H (-2.454, 3.515, -4.562)  0.10
H (2.999, -0.112, -0.740)  0.12
H (0.659, -0.739, 2.774)  0.13
H (2.051, 3.191, 1.786)  0.09
H (3.133, 2.301, -0.235)  0.09
H (-5.752, 1.329, -6.193)  0.10
H (5.432, -2.873, 4.199)  0.13
H (4.736, -4.506, 2.412)  0.08
H (-5.610, -0.793, -2.218)  0.10


Question: Which formula does entry 1 have?
Answer: C4H6N2


Question: Which formula does entry 2 have?
Answer: C24H45BiF5OP2Te


Question: The highest max |F| belongs to which entry?
Answer: C24H45BiF5OP2Te